Below is one molecule with the formula C4H10N2, with properties calculated with ωB97M-V with the def2-TZVPD basis set.

```
16
Properties=species:S:1:pos:R:3:forces:R:3
H -1.525 -1.718 3.006 1.16 -0.24 -0.43
C -0.508 -1.241 1.490 -2.49 -0.29 -1.22
H -1.602 1.865 -1.087 0.09 -1.26 -0.54
N -0.529 -1.640 2.702 -0.04 0.65 0.35
H -0.060 2.465 -1.308 0.69 0.84 -0.49
H -0.472 1.796 0.224 0.10 -0.80 -1.74
H 0.822 0.639 -2.254 0.29 0.19 -0.70
H 1.454 -1.380 -1.029 0.22 0.55 0.24
C 0.213 0.336 -1.426 -1.69 -0.29 -0.53
C 1.153 -0.449 -0.521 -2.44 0.10 0.78
H -0.485 -0.393 -1.839 -0.27 0.10 -0.07
N 0.569 -0.728 0.817 1.26 0.35 0.79
H -1.503 -1.215 0.982 0.80 -0.07 -0.44
C -0.547 1.603 -0.925 0.58 0.52 3.00
H 1.081 -0.185 1.466 0.77 -0.04 0.92
H 1.939 0.246 -0.298 0.97 -0.30 0.10
```
Positions in Å, forces in eV/Å.

Values from the calculation:
- Energy relative to the best compared isomer or geometry (same formula, charge and spin): 178.21 kJ/mol
- Calculated total energy: -267.85745 hartree
- Kohn-Sham gap: 0.35863 hartree
- SMILES: [H]/N=C/NCCC

Below is C23H22ClN2OPPdS4 as an isolated structure, with properties calculated with ωB97M-V with the def2-TZVPD basis set.

```
55
Properties=species:S:1:pos:R:3:forces:R:3
H 1.638 2.542 -0.025 -0.02 0.00 -0.03
H 0.594 0.672 -3.282 0.02 0.02 -0.01
Pd 0.638 0.622 1.461 0.34 -0.20 -0.28
C -3.461 0.601 5.449 -0.05 0.07 -0.15
C -2.386 -4.130 0.028 0.01 -0.01 0.01
C -0.404 -2.969 -0.692 0.01 0.04 0.00
H 2.332 -1.567 -0.047 0.00 -0.01 0.00
C -1.717 1.532 3.688 0.09 0.18 0.05
H -0.648 -5.094 -0.776 0.00 0.00 0.00
H 4.122 1.530 3.181 0.00 -0.03 0.01
O -4.302 0.493 6.265 0.03 -0.02 0.06
H 0.586 -3.005 -1.127 0.00 0.01 -0.01
H 2.657 0.368 -4.588 0.00 0.00 0.00
H -2.764 -0.791 0.420 -0.01 0.01 -0.02
H -2.534 3.808 -2.502 0.00 0.00 0.01
H 2.560 1.213 -0.220 -0.03 -0.06 0.02
C -1.105 -4.153 -0.500 0.00 -0.02 0.01
C -1.521 2.147 -1.623 -0.04 -0.07 -0.08
C -3.061 1.954 -3.451 0.00 -0.02 -0.02
P -0.149 -0.169 -0.559 -0.17 0.14 -0.01
H -3.985 -2.898 0.763 0.00 0.00 0.00
H 3.958 2.644 0.984 -0.01 0.03 -0.01
H -2.929 -5.054 0.168 0.00 0.00 0.00
H 1.859 1.450 3.834 -0.05 -0.01 0.00
N 2.117 0.765 3.130 0.02 0.10 -0.18
S -2.665 -0.836 4.681 -0.01 0.03 -0.03
C 3.550 -1.328 -1.793 0.02 -0.01 -0.01
C 3.376 1.188 2.462 -0.02 0.11 0.02
H -3.356 -0.035 -4.207 0.00 0.00 0.00
C 2.585 -0.057 -3.596 -0.03 0.00 0.01
C -2.979 -2.918 0.367 -0.01 0.00 0.00
H -3.737 2.421 -4.153 -0.01 0.00 0.00
H 4.375 -1.898 -1.387 0.00 0.00 0.00
C -1.311 0.766 -1.605 0.08 0.11 0.04
C 2.400 -1.147 -1.046 -0.02 0.03 -0.02
C -1.649 0.033 3.611 0.11 -0.17 0.05
H 4.545 -0.917 -3.650 0.00 0.00 0.00
H 3.783 0.323 1.936 0.01 0.00 0.00
S -2.856 2.165 4.819 -0.01 -0.09 0.00
Cl -0.701 3.250 -0.553 0.09 -0.07 0.12
H -1.838 -1.068 -2.602 -0.01 0.00 0.01
S -0.790 2.547 2.817 -0.26 -0.14 0.09
C 1.320 -0.431 -1.581 0.02 0.06 0.03
C -2.393 2.736 -2.526 0.01 0.03 0.03
C -0.992 -1.755 -0.353 0.02 -0.05 0.02
C 1.420 0.118 -2.857 0.02 -0.05 -0.01
C -1.990 0.003 -2.566 -0.05 -0.03 0.01
N 2.076 1.775 0.480 0.15 0.05 0.05
C 3.053 2.292 1.478 0.01 -0.10 -0.01
C 3.643 -0.778 -3.069 0.01 -0.01 0.01
S -0.681 -0.838 2.599 -0.22 0.18 0.28
H 2.258 -0.112 3.621 -0.01 -0.01 -0.01
H 2.596 3.140 1.991 0.00 0.00 0.00
C -2.286 -1.736 0.181 -0.02 0.00 -0.05
C -2.851 0.584 -3.478 -0.01 -0.01 -0.01
```
Positions in Å, forces in eV/Å.

Values from the calculation:
- Energy relative to the best compared isomer or geometry (same formula, charge and spin): 18.52 kJ/mol
- Charge: +2
- Calculated total energy: -3596.10982 hartree
- Kohn-Sham gap: 0.22410 hartree

Below is C26H28N4O2STi as an isolated structure, with properties calculated with ωB97M-V with the def2-TZVPD basis set.

```
62
Properties=species:S:1:pos:R:3:forces:R:3
H 4.094 3.196 0.524 -0.02 -0.16 -0.01
C -2.615 -0.386 1.837 0.47 -0.11 -0.43
S 3.825 -2.312 -0.287 -0.09 0.03 -0.01
H 2.095 3.399 -2.095 -0.02 -0.01 0.03
C 0.888 -5.479 1.385 0.01 -0.13 0.02
H 1.171 -6.525 1.418 -0.02 0.05 0.00
H 0.310 5.005 0.963 0.01 0.06 0.00
H 1.887 2.575 -3.645 -0.07 0.00 -0.01
C -4.673 -2.233 -1.420 0.08 -0.08 -0.19
H -2.746 -2.463 -2.343 -0.02 -0.01 0.00
H 6.128 -0.359 -0.764 -0.11 0.06 0.03
C 2.194 -2.151 0.289 0.51 1.47 0.58
H 0.326 3.333 1.504 0.05 -0.06 0.06
H 6.128 2.087 -0.355 -0.10 -0.07 0.02
C -3.238 -1.006 0.711 0.66 0.30 0.59
H -0.842 1.823 0.730 -0.38 0.12 0.25
H -0.976 -5.793 2.430 0.07 0.04 -0.03
H -1.643 -3.437 2.356 -0.02 0.07 0.01
C -2.570 -1.503 -0.462 0.56 0.11 -0.02
C 0.010 4.683 -1.562 -0.03 -0.22 0.25
H 2.636 1.735 -2.278 0.01 -0.10 0.03
H 2.035 1.875 0.947 0.00 0.02 -0.01
H -5.203 -0.813 1.600 0.07 -0.05 -0.12
C 1.726 -4.563 0.792 0.15 0.09 -0.17
H 0.905 -0.117 -2.256 0.28 -0.29 0.21
C -0.325 -5.062 1.960 0.17 0.16 -0.10
H 2.670 -4.889 0.359 -0.08 0.00 0.06
C 5.231 1.506 -0.168 0.01 -0.11 0.00
N 0.525 1.968 -2.154 0.39 -0.17 0.14
H -2.737 0.667 3.662 0.04 0.06 0.08
O -1.268 -0.256 1.968 -1.66 -0.02 0.34
H 0.868 5.359 -1.531 0.03 -0.02 0.03
H -0.072 4.263 -2.557 -0.01 -0.08 -0.05
C -4.655 -1.164 0.732 -0.38 -0.07 -0.07
C 4.077 -0.586 -0.141 0.18 -0.23 -0.13
C 4.084 2.127 0.326 -0.20 -0.01 0.05
C 5.233 0.139 -0.402 0.17 -0.06 -0.05
C 2.926 1.399 0.565 0.03 0.29 0.06
H 0.361 0.647 -3.746 -0.01 0.02 0.03
C 0.234 0.631 -2.662 -0.10 0.43 -0.14
Ti -0.168 -0.836 0.687 -0.70 1.76 0.13
C -0.129 4.022 0.798 -0.01 0.11 -0.11
O -1.220 -1.412 -0.627 -2.02 -0.60 -0.43
C -5.353 -1.753 -0.290 0.06 0.09 0.15
C -3.411 0.158 2.980 -0.06 -0.09 0.04
H -3.922 -0.636 3.541 0.00 0.09 -0.01
C 0.068 2.288 -0.889 -0.26 -0.32 0.09
H -6.433 -1.853 -0.216 0.13 0.01 -0.01
H -1.200 4.086 1.012 -0.07 0.00 0.03
C -3.303 -2.100 -1.487 -0.18 -0.03 -0.19
C -0.692 -3.728 1.925 0.03 -0.10 -0.18
H -0.889 5.269 -1.363 -0.05 0.00 0.03
C 2.918 0.032 0.318 -0.69 -0.54 -0.20
N -0.413 1.391 -0.068 0.96 0.04 -0.83
H -4.176 0.867 2.647 0.02 -0.01 0.06
N 0.139 3.616 -0.566 0.12 0.38 -0.09
C 0.128 -2.757 1.329 0.58 -0.66 -0.11
H -5.213 -2.708 -2.232 0.04 0.04 0.07
C 1.859 2.448 -2.562 -0.39 -0.06 0.06
N 1.834 -0.847 0.496 2.45 -0.94 -0.21
H -0.780 0.343 -2.423 -0.15 -0.01 0.09
C 1.353 -3.206 0.763 -0.44 -0.47 0.31
```
Positions in Å, forces in eV/Å.

Values from the calculation:
- Energy relative to the best compared isomer or geometry (same formula, charge and spin): 74.16 kJ/mol
- Calculated total energy: -2624.74138 hartree
- Kohn-Sham gap (spin up / spin down): 0.13491 / 0.16718 hartree

Below is C31H32F4N7SY as an isolated structure, with properties calculated with ωB97M-V with the def2-TZVPD basis set.

```
76
Properties=species:S:1:pos:R:3:forces:R:3
H -1.561 -3.562 -3.147 0.02 0.05 0.01
H -2.923 -2.585 -1.610 -0.04 0.08 -0.01
H -3.077 0.666 5.430 0.02 0.01 -0.01
N 2.395 -0.807 0.841 -0.74 0.30 -0.24
H 0.160 4.488 -1.235 -0.02 -0.01 -0.01
C 3.459 -0.212 0.042 0.01 0.07 0.14
H -1.475 2.193 -5.461 0.00 -0.01 0.00
C 2.580 2.421 1.185 0.04 0.10 0.12
S 0.233 -3.295 -0.092 0.13 0.01 0.09
C -0.182 -0.164 -1.660 -0.09 0.14 -0.80
N -1.002 2.472 2.559 0.02 -0.02 0.01
N -0.948 -3.821 -2.391 -0.09 -0.04 -0.01
H 0.395 0.594 -5.500 -0.03 -0.02 -0.01
H 2.496 0.658 -1.662 0.00 0.03 -0.03
H 4.537 3.003 0.406 0.04 0.04 0.02
C 0.982 -0.560 -3.798 -0.09 0.00 -0.14
C 3.817 -2.774 1.460 -0.13 0.15 -0.03
C 1.571 2.892 -1.002 -0.23 0.12 -0.01
C 3.016 -4.292 3.182 0.05 0.00 -0.04
H 4.163 3.606 2.017 0.00 0.03 0.00
C 3.955 -3.897 2.248 -0.15 -0.06 0.17
C -3.358 -0.669 1.872 0.08 0.19 0.33
N -2.188 -0.745 2.523 0.09 0.05 -0.10
F 4.811 -2.541 0.575 0.01 0.07 -0.07
C 3.741 3.406 1.032 -0.11 -0.11 -0.06
H 3.147 -5.183 3.777 -0.01 0.01 0.00
C -4.367 0.465 3.719 0.10 0.00 0.06
H -3.711 2.793 -1.861 0.03 0.01 0.01
C -3.186 0.309 4.416 -0.08 -0.01 -0.02
C 0.394 3.715 -0.501 0.17 -0.06 -0.01
H 1.765 2.905 1.723 0.01 -0.07 0.03
F 0.650 -1.584 2.722 -0.04 0.17 -0.22
C -1.653 1.974 -4.414 -0.09 0.07 -0.02
H -2.279 1.192 -0.682 -0.02 0.05 0.02
H 1.265 2.376 -1.916 0.06 -0.02 -0.01
C -4.659 -1.609 -0.192 0.08 0.02 0.08
C 2.988 0.998 -0.755 0.05 -0.10 0.07
C 2.685 -1.920 1.542 0.22 -0.39 0.44
H -5.212 0.971 4.167 0.00 -0.01 0.01
C -1.023 0.747 -2.385 0.05 -0.01 -0.08
H -3.294 3.325 -4.247 0.00 -0.03 -0.03
C 1.908 -3.480 3.302 0.08 -0.03 0.00
H 2.403 3.556 -1.273 0.04 -0.05 -0.01
N -2.152 -2.513 -0.962 -0.18 -0.26 -0.39
C -0.820 1.031 -3.765 -0.06 -0.01 0.11
C 0.772 -0.817 -2.424 -0.05 0.09 0.10
H 3.863 -0.913 -0.692 0.07 0.00 -0.01
H -0.063 -4.230 -2.632 0.01 -0.03 -0.02
C -0.599 1.595 1.918 -0.58 1.70 0.92
H -4.790 -2.683 -0.347 -0.01 0.00 -0.01
C -2.898 2.305 -2.385 -0.07 -0.05 0.13
C -3.383 -1.353 0.556 -0.24 -0.10 -0.26
H -5.384 0.083 1.880 0.01 -0.05 -0.03
H 3.881 1.556 -1.069 -0.03 0.05 -0.03
H 0.604 4.203 0.451 -0.04 0.02 -0.01
C -2.097 1.410 -1.733 -0.03 0.01 -0.03
C -2.116 -0.286 3.762 0.01 0.00 0.03
C -2.668 2.599 -3.744 0.06 0.00 -0.07
H -1.153 -0.381 4.249 0.00 0.03 -0.01
F 0.950 -3.775 4.193 -0.07 0.01 0.04
C -0.999 -3.197 -1.200 0.07 0.11 0.07
C -4.462 -0.039 2.429 -0.01 -0.04 -0.13
H 3.416 4.358 0.610 0.02 0.00 -0.02
H -5.525 -1.245 0.350 -0.05 -0.01 -0.03
H 4.295 0.074 0.693 0.03 -0.01 -0.01
H 1.435 -1.543 -1.959 0.00 0.04 0.06
Y 0.101 -0.159 0.674 1.40 -2.36 -0.23
H 1.769 -1.092 -4.321 0.00 0.03 -0.02
H -0.486 3.088 -0.374 -0.01 0.08 0.05
H -4.637 -1.119 -1.169 0.00 0.02 0.00
F 5.055 -4.647 2.086 0.09 -0.02 -0.05
H 2.904 1.577 1.797 -0.06 -0.02 0.02
N -2.251 -1.777 0.156 0.47 0.43 0.23
C 0.218 0.362 -4.456 0.08 -0.06 0.05
N 2.028 1.859 -0.060 -0.36 -0.40 0.02
C 1.771 -2.358 2.529 0.07 0.09 -0.11
```
Positions in Å, forces in eV/Å.

Values from the calculation:
- Energy relative to the best compared isomer or geometry (same formula, charge and spin): 94.51 kJ/mol
- Calculated total energy: -2419.80526 hartree
- Kohn-Sham gap: 0.24453 hartree

- Which value of calculated total energy does entry 1 give?
  -267.85745 hartree

- calculated total energy of number 2 (C23H22ClN2OPPdS4)?
  -3596.10982 hartree

- The lowest calculated total energy belongs to which entry?
  C23H22ClN2OPPdS4